*a*
Computed, not measured: 12 unconnected molecules or ions with the total composition C46H66N11O6P, with ωB97M-V/def2-TZVPD.

Net charge: -2
Orbital gap, eV: 7.30
LUMO level, eV: 3.95

Geometry as XYZ:
```
130
C46H66N11O6P, DFT ωB97M-V/def2-TZVPD
C 4.54300 20.52100 45.01100
O 5.28200 21.76100 44.98600
C 6.36800 21.79700 44.06100
C 5.82900 21.73100 42.59000
N 6.95600 22.10400 41.63400
H 7.69200 21.54900 41.73000
H 6.58900 21.79600 40.68000
C 7.31100 23.45700 41.55300
C 8.45800 23.76600 40.57800
O 9.11700 25.02000 40.66500
C 9.70800 25.36000 39.42800
H 4.14700 20.50800 43.93100
H 3.79800 20.70900 45.86400
H 5.25800 19.55500 45.35400
H 7.10400 20.92300 44.29300
H 6.56100 22.75500 44.26000
H 4.93200 22.28900 42.35100
H 5.43100 20.73900 42.46500
H 7.74000 23.49100 42.46400
H 6.60100 24.17900 41.35400
H 8.23600 23.65000 39.53000
H 9.27400 23.05900 40.69500
H 10.39400 26.15100 39.42000
H 9.01500 25.08200 38.70800
H 10.52800 24.67200 39.20900
P 6.82900 20.05100 39.04100
O 5.89000 18.96900 39.55700
O 6.85900 20.14400 37.43200
O 8.10700 19.96600 39.70000
O 6.27600 21.27300 39.49200
N 3.37100 19.30100 39.82100
C 2.59000 18.08500 39.65100
C 1.30200 18.41700 40.00300
C 1.39800 19.87500 40.27800
C 2.66200 20.36200 40.14500
H 4.44500 19.34800 39.71000
H 3.05000 17.27400 39.44000
H 0.50400 17.49900 39.89500
H 0.63500 20.52200 40.61200
H 3.17400 21.33300 40.00900
N 8.32200 18.35300 36.05600
C 7.96800 17.15900 35.59800
C 9.11500 16.59000 35.13800
C 10.09200 17.65200 35.13800
C 9.56700 18.73100 35.75300
H 7.53700 18.93600 36.47400
H 6.90600 16.73000 36.00100
H 9.12200 15.65200 35.00100
H 11.09800 17.55300 35.08400
H 9.79900 19.75300 35.80800
N 5.03000 19.84500 35.94700
C 5.09800 19.24200 34.61800
C 3.77200 19.34300 34.19500
C 2.90200 20.12400 35.26600
C 3.83100 20.35800 36.22100
H 5.82300 20.05100 36.49400
H 6.09800 18.93500 34.23900
H 3.67700 18.91200 33.31100
H 1.95000 20.46100 35.27700
H 3.75100 20.76000 37.28200
N 7.74500 22.12500 36.36300
C 8.45000 22.03000 35.17100
C 8.87900 23.32600 34.80300
C 8.28900 24.22100 35.93300
C 7.48600 23.46200 36.70500
H 7.28500 21.25300 36.79700
H 8.57700 21.01300 34.78300
H 9.41300 23.60800 33.94200
H 8.11600 25.33400 35.80300
H 6.66900 23.62600 37.40300
N 9.30200 20.37900 41.83500
C 8.95600 19.93000 43.17600
C 9.87100 20.37200 44.04700
C 10.89900 21.12300 43.32900
C 10.50500 21.15900 42.02900
H 8.91100 20.24200 40.83100
H 7.99200 19.16800 43.12200
H 9.92600 20.20000 45.11300
H 11.74000 21.49900 43.60400
H 10.86800 21.88300 41.32000
N 9.45300 17.65300 39.84600
C 9.65400 16.65100 38.83200
C 10.45600 15.72500 39.36600
C 11.05900 16.19700 40.73000
C 10.29400 17.35200 40.87800
H 8.87900 18.57100 39.65600
H 9.18700 16.84800 37.94300
H 10.74500 14.72800 39.01500
H 11.70000 15.65900 41.20000
H 10.32800 17.95200 41.83300
N 5.62100 16.69600 38.42000
C 6.34300 15.43900 38.43800
C 5.62100 14.60600 37.62200
C 4.56700 15.52900 36.83200
C 4.68800 16.70500 37.30400
H 5.77200 17.60500 38.82400
H 7.27400 15.12400 39.02900
H 5.86800 13.57000 37.43000
H 3.94900 15.14100 36.05500
H 4.21900 17.67700 37.32600
N 5.90300 17.75600 41.86500
C 4.91200 17.87000 42.77400
C 5.27100 17.16200 43.89000
C 6.64700 16.41200 43.45700
C 6.89500 16.88500 42.21600
H 5.98300 18.37300 41.04200
H 4.09600 18.38400 42.59700
H 4.78100 17.23500 44.81500
H 7.12500 15.43000 43.91500
H 7.61000 16.58700 41.49000
N 10.36600 20.65600 38.52700
C 11.42100 19.82900 38.40600
C 12.44000 20.50500 37.77400
C 11.74400 21.72900 37.29000
C 10.53500 21.82000 37.88200
H 9.42500 20.32400 39.13500
H 11.09700 18.95000 38.75300
H 13.41400 20.42200 37.53300
H 12.11700 22.32100 36.59000
H 9.71300 22.46000 37.88000
N 4.75500 23.21100 38.77300
C 4.06900 23.88900 39.76700
C 3.15200 24.70800 39.10000
C 3.30000 24.33700 37.52100
C 4.29000 23.36500 37.46000
H 5.53700 22.35300 39.10900
H 4.06000 23.72200 40.72000
H 2.44500 25.23400 39.81800
H 2.77500 24.63500 36.77300
H 4.73500 22.81400 36.60200
```



*b*
Computed, not measured: a molecular structure, C46H66N11O6P, with ωB97M-V/def2-TZVPD.

Net charge: -2
Orbital gap, eV: 6.71
LUMO level, eV: 3.76

Geometry as XYZ:
```
130
C46H66N11O6P, DFT ωB97M-V/def2-TZVPD
C -2.33568 1.49526 5.66245
O -1.51868 2.59226 5.41145
C -0.43768 2.40626 4.66745
C -0.72368 2.06626 3.15945
N 0.36932 2.18026 2.26945
H 1.09332 1.62126 2.57545
H 0.07132 1.78926 1.30945
C 1.12532 3.43126 1.98945
C 1.66832 3.50626 0.65345
O 2.51432 4.63126 0.65245
C 2.53732 5.05826 -0.68255
H -1.85268 0.59126 6.14045
H -2.64468 1.34626 4.62945
H -2.96068 1.76426 6.56245
H 0.24632 1.53026 5.21245
H 0.16532 3.31526 4.76745
H -1.51468 2.50926 2.67845
H -1.09168 1.09226 2.81745
H 1.50732 3.79726 2.69845
H 0.20732 4.26826 1.97245
H 0.82732 3.51926 -0.03355
H 2.18732 2.65326 0.25045
H 3.26632 4.34726 -1.28955
H 3.06932 5.97026 -0.68555
H 1.79532 5.41726 -1.30655
P -0.09368 -0.04074 -0.21755
O -1.02968 -0.99274 0.42945
O -0.13368 -0.09274 -1.86755
O 1.24332 -0.35874 0.27845
O -0.31068 1.36126 0.16345
N -3.46968 -0.88774 0.86045
C -4.39868 -1.90574 1.00445
C -5.65768 -1.43774 1.01245
C -5.47268 0.05226 0.80145
C -4.25368 0.28226 0.56445
H -2.26068 -0.97874 0.72345
H -3.94868 -2.97074 1.12045
H -6.55668 -2.03074 1.15745
H -6.02268 0.84726 0.71345
H -3.76768 1.31126 0.60145
N 0.61232 -2.05474 -3.24955
C -0.11468 -2.96474 -3.85355
C 0.62132 -3.73274 -4.74755
C 2.11032 -3.12374 -4.55255
C 1.97432 -2.00374 -3.74755
H 0.25032 -1.20174 -2.55355
H -1.13668 -3.11974 -3.50755
H 0.40832 -4.63674 -5.47255
H 3.04132 -3.48774 -5.05355
H 2.69432 -1.23774 -3.39055
N -2.14568 -0.40674 -3.23055
C -1.97968 -0.36374 -4.54955
C -3.29068 -0.60974 -5.04255
C -4.20568 -0.87574 -3.90755
C -3.41068 -0.70574 -2.77655
H -1.23268 -0.37074 -2.61955
H -1.06968 -0.27574 -5.09455
H -3.61568 -0.78974 -6.08355
H -5.16068 -1.03274 -3.75655
H -3.52568 -0.75274 -1.60355
N 0.42132 1.75426 -3.39755
C 0.74432 1.82026 -4.79155
C 0.96032 3.14826 -5.00755
C 0.75332 3.95026 -3.74855
C 0.29032 3.04226 -2.86255
H 0.34132 0.87826 -2.89155
H 0.76932 0.88226 -5.38255
H 1.03732 3.62426 -5.96855
H 0.77632 4.98526 -3.63255
H -0.05768 2.79626 -1.85455
N 2.39532 0.19826 2.49245
C 2.00832 -0.18474 3.73845
C 3.18132 0.15026 4.60145
C 4.01932 1.11626 3.76645
C 3.51632 1.05326 2.58345
H 1.90832 0.09326 1.54745
H 1.08332 -0.85474 4.03945
H 3.10632 0.02226 5.74445
H 4.79632 1.76226 3.96745
H 4.02432 1.59326 1.63845
N 2.45232 -2.53274 0.79845
C 2.66632 -3.41474 -0.25455
C 3.64132 -4.37974 0.14445
C 3.84832 -4.05074 1.61345
C 3.22932 -2.89774 1.92545
H 1.91632 -1.53074 0.59845
H 2.36632 -3.46974 -1.32155
H 4.12632 -5.24074 -0.62855
H 4.42232 -4.58274 2.38045
H 3.25032 -2.33674 3.01045
N -1.51068 -3.50474 -0.48555
C -0.72268 -4.59574 -0.25555
C -1.35068 -5.71074 -0.73455
C -2.54768 -5.20974 -1.36355
C -2.68968 -3.91774 -1.27155
H -1.33068 -2.57674 -0.11455
H 0.06332 -4.41374 0.42645
H -0.98668 -6.81074 -0.75855
H -3.22068 -5.88374 -2.03055
H -3.19968 -3.04174 -1.56455
N -0.74368 -2.15374 2.73145
C -1.65568 -1.64974 3.72945
C -1.30268 -2.17874 4.89845
C -0.27368 -3.30174 4.57145
C -0.02068 -3.22974 3.24645
H -0.50568 -1.82874 1.86945
H -2.40168 -0.98574 3.36045
H -1.79368 -2.02674 5.93545
H 0.29732 -3.92874 5.38045
H 0.71232 -3.62674 2.63245
N 3.38832 0.10926 -0.98255
C 4.59232 -0.71374 -0.98255
C 5.41432 -0.12074 -1.86055
C 4.57532 0.94126 -2.52755
C 3.38832 1.10226 -1.94955
H 2.47832 -0.15474 -0.53955
H 4.81232 -1.35674 -0.20055
H 6.32232 -0.58774 -1.98455
H 4.82632 1.62826 -3.32955
H 2.58732 1.75326 -2.11155
N -2.02368 3.15926 -0.33255
C -2.35068 4.27326 0.39845
C -3.31868 4.93326 -0.32455
C -3.55468 4.12126 -1.69655
C -2.68668 3.12526 -1.58655
H -1.35268 2.46326 0.05845
H -1.87768 4.62526 1.29745
H -3.60668 5.88926 -0.11655
H -4.17568 4.32526 -2.40655
H -2.51168 2.35426 -2.50955
```



Each structure's energy above the most stable one, in kJ/mol: *a* 99.1; *b* 0.0.



*a*
Computed, not measured: C20H34N2O3 in the gas phase, with ωB97M-V/def2-TZVPD.

Structure (SMILES): COCC1CCN(C(=O)[C@@H]2CCC(=O)N(CC3CCCCC3)C2)CC1
Net charge: 0
Orbital gap, eV: 9.32
LUMO level, eV: 0.60

Geometry as XYZ:
```
59
C20H34N2O3, DFT ωB97M-V/def2-TZVPD
C -6.49690 -2.06133 0.92460
O -5.60943 -1.04326 0.54701
C -6.23871 0.20957 0.39874
C -5.20510 1.27600 0.02551
C -4.48820 0.93845 -1.29027
C -3.20965 0.14534 -1.03539
N -2.26546 0.95531 -0.29251
C -0.92199 0.84100 -0.31180
O -0.21410 1.60727 0.32033
C -0.32388 -0.28568 -1.16000
C -0.71749 -1.66844 -0.60299
C 0.50438 -2.57815 -0.46066
C 1.52443 -1.89572 0.43337
O 2.00024 -2.41496 1.42513
N 1.81330 -0.64546 0.02232
C 2.67172 0.21436 0.80536
C 4.02905 0.46630 0.13839
C 4.85160 1.43959 0.98284
C 6.21173 1.69997 0.34196
C 6.97488 0.39177 0.15995
C 6.16148 -0.58189 -0.68677
C 4.80132 -0.83999 -0.04601
C 1.20816 -0.13238 -1.17915
C -2.84959 1.94453 0.59992
C -4.17196 1.43374 1.15033
H -6.97312 -1.83771 1.88744
H -5.90866 -2.97237 1.01397
H -7.28194 -2.20516 0.17137
H -7.01405 0.14797 -0.38210
H -6.73416 0.49256 1.34164
H -5.75346 2.21446 -0.10511
H -4.23573 1.85721 -1.82225
H -5.14470 0.35017 -1.93156
H -3.46872 -0.76078 -0.47816
H -2.77058 -0.14435 -1.99210
H -0.67752 -0.17091 -2.18984
H -1.45396 -2.14953 -1.24838
H -1.16610 -1.55140 0.38599
H 0.22309 -3.52781 -0.00559
H 0.94656 -2.78091 -1.43858
H 2.14717 1.16010 0.97251
H 2.82184 -0.28764 1.76388
H 3.86217 0.91688 -0.84758
H 4.99578 1.01401 1.97822
H 4.30733 2.37973 1.09653
H 6.78975 2.38548 0.96553
H 6.06940 2.17443 -0.63221
H 7.93944 0.58506 -0.31494
H 7.16592 -0.05405 1.13852
H 6.70377 -1.52342 -0.79638
H 6.01938 -0.16002 -1.68536
H 4.93721 -1.31459 0.92756
H 4.22348 -1.52804 -0.66674
H 1.61046 -0.65202 -2.05874
H 1.45638 0.92669 -1.25813
H -2.12950 2.12300 1.40209
H -2.99772 2.89211 0.06748
H -4.54130 2.12160 1.91117
H -4.00777 0.46331 1.61967
```



*b*
Computed, not measured: C20H34N2O3 in the gas phase, with ωB97M-V/def2-TZVPD.

Structure (SMILES): COCCCC1CCN(C(=O)[C@H]2CCC(=O)N(C3CCCC3)C2)CC1
Net charge: 0
Orbital gap, eV: 9.53
LUMO level, eV: 0.67

Geometry as XYZ:
```
59
C20H34N2O3, DFT ωB97M-V/def2-TZVPD
C -6.58145 -1.83316 -1.17957
O -5.25698 -1.36625 -1.20672
C -4.45805 -1.80830 -0.13526
C -4.77643 -1.15142 1.21425
C -4.90066 0.37529 1.18325
C -3.64171 1.19743 0.85713
C -3.41344 1.38155 -0.64544
C -2.18977 2.26376 -0.88608
N -1.01862 1.69457 -0.24473
C 0.00348 1.25514 -1.01086
O -0.00301 1.38622 -2.22199
C 1.17489 0.57558 -0.30025
C 0.79523 -0.86127 0.11585
C 1.79873 -1.88212 -0.42681
C 3.22597 -1.42890 -0.17873
O 4.04568 -2.12149 0.39322
N 3.47162 -0.18870 -0.65971
C 4.77074 0.44652 -0.50719
C 5.14552 0.69779 0.96704
C 6.65872 0.51680 1.00868
C 6.87044 -0.67377 0.07914
C 5.93371 -0.38587 -1.09491
C 2.37649 0.53908 -1.25512
C -1.18144 1.56007 1.18298
C -2.36769 0.64419 1.49735
H -6.61355 -2.92822 -1.11668
H -7.03750 -1.51269 -2.11445
H -7.15107 -1.41576 -0.34184
H -4.54763 -2.90112 -0.02472
H -3.43271 -1.58488 -0.43765
H -5.72886 -1.54659 1.57694
H -4.01147 -1.45873 1.92805
H -5.25630 0.68005 2.17129
H -5.67173 0.64506 0.45930
H -3.81034 2.19873 1.27654
H -4.28667 1.85180 -1.09880
H -3.26683 0.42141 -1.13559
H -1.97434 2.34743 -1.95187
H -2.36087 3.26533 -0.47406
H 1.47082 1.16099 0.57461
H -0.19792 -1.11222 -0.26376
H 0.76522 -0.94171 1.20423
H 1.65593 -2.84991 0.05466
H 1.65546 -2.00925 -1.50188
H 4.70807 1.40025 -1.03740
H 4.82066 1.67989 1.31075
H 4.67594 -0.06647 1.58498
H 7.02735 0.33525 2.01696
H 7.15721 1.40294 0.60950
H 7.90665 -0.78914 -0.23509
H 6.54490 -1.58448 0.58020
H 5.56584 -1.30362 -1.54786
H 6.44728 0.19324 -1.86335
H 2.69316 1.55912 -1.47563
H 2.06426 0.08383 -2.20163
H -0.27788 1.16830 1.64425
H -1.37458 2.55770 1.59914
H -2.48853 0.57053 2.57964
H -2.15191 -0.34981 1.10569
```



Each structure's energy above the most stable one, in kJ/mol: *a* 0.0; *b* 31.6.